Record 1
{
  "formula": "C26H29Cl2N5OSeV",
  "method": "ωB97M-V/def2-TZVPD",
  "elements": ["V", "C", "C", "C", "C", "C", "C", "C", "N", "C", "N", "C", "C", "C", "C", "C", "C", "C", "N", "C", "C", "C", "C", "C", "C", "C", "H", "H", "H", "H", "H", "H", "H", "H", "H", "H", "H", "H", "H", "H", "H", "H", "H", "H", "H", "H", "H", "H", "Cl", "C", "Cl", "H", "H", "C", "C", "N", "O", "H", "H", "H", "H", "H", "Se", "C", "N"],
  "positions_angstrom": [[1.305, -1.117, 0.824], [-4.288, 2.211, 0.223], [-3.481, 2.928, -0.820], [-3.887, 4.156, -1.334], [-3.135, 4.824, -2.288], [-1.962, 4.263, -2.769], [-1.546, 3.032, -2.289], [-2.293, 2.386, -1.311], [-1.871, 1.109, -0.823], [-0.674, 0.833, -0.275], [0.123, 1.865, 0.023], [1.492, 1.879, 0.383], [2.179, 0.714, 0.714], [3.537, 0.849, 1.029], [4.170, 2.075, 1.022], [3.444, 3.216, 0.699], [2.102, 3.148, 0.371], [1.337, 4.392, 0.018], [-0.331, -0.431, -0.012], [-1.262, -1.463, -0.403], [-1.042, -2.118, -1.610], [-1.894, -3.133, -2.012], [-2.953, -3.496, -1.194], [-3.158, -2.848, 0.013], [-2.320, -1.820, 0.439], [-2.559, -1.154, 1.766], [-5.143, 2.810, 0.528], [-3.689, 1.999, 1.111], [-4.675, 1.257, -0.148], [-4.808, 4.594, -0.971], [-3.473, 5.780, -2.665], [-1.383, 4.769, -3.530], [-0.656, 2.558, -2.686], [-2.505, 0.327, -0.904], [-0.283, 2.768, -0.175], [4.118, -0.031, 1.284], [5.220, 2.154, 1.267], [3.934, 4.182, 0.695], [1.980, 5.266, 0.083], [0.494, 4.566, 0.694], [0.941, 4.356, -1.002], [-0.202, -1.829, -2.228], [-1.713, -3.651, -2.944], [-3.616, -4.298, -1.489], [-3.979, -3.155, 0.650], [-2.810, -1.896, 2.524], [-3.399, -0.458, 1.721], [-1.693, -0.587, 2.109], [1.238, -1.068, 3.187], [0.515, -2.728, 3.481], [0.408, -3.558, 1.932], [-0.457, -2.547, 3.921], [1.210, -3.226, 4.146], [4.792, -2.988, 0.766], [3.707, -2.863, -0.247], [3.800, -3.504, -1.391], [2.680, -2.163, -0.032], [5.773, -2.978, 0.293], [4.652, -3.957, 1.253], [4.725, -2.187, 1.495], [4.522, -4.199, -1.505], [2.937, -3.642, -1.907], [0.699, -4.921, -0.816], [2.099, -5.505, 0.219], [3.004, -5.749, 0.903]],
  "nbo_charge": [1.44, -0.64, -0.04, -0.18, -0.19, -0.21, -0.24, 0.16, -0.60, 0.68, -0.59, 0.20, -0.49, -0.21, -0.21, -0.17, -0.05, -0.65, -0.72, 0.05, -0.19, -0.19, -0.17, -0.19, -0.04, -0.64, 0.24, 0.22, 0.22, 0.22, 0.23, 0.23, 0.23, 0.44, 0.44, 0.20, 0.23, 0.22, 0.24, 0.22, 0.22, 0.23, 0.24, 0.23, 0.22, 0.23, 0.23, 0.21, 0.08, -0.37, 0.13, 0.24, 0.25, -0.72, 0.76, -0.72, -0.75, 0.25, 0.30, 0.23, 0.42, 0.44, -0.37, 0.04, -0.52],
  "total_charge": 1,
  "relative_energy_ev": 0.365,
  "gap_ev": [5.9, 6.4],
  "e_tot_ha": -5622.8502,
  "multiplicity": 3
}

Record 2
{
  "formula": "C26H29Cl3GeMgN9OSi",
  "method": "ωB97M-V/def2-TZVPD",
  "elements": ["Mg", "N", "C", "N", "N", "N", "N", "C", "N", "N", "N", "N", "H", "Ge", "C", "C", "C", "C", "C", "C", "C", "C", "C", "C", "C", "C", "H", "H", "H", "H", "H", "H", "H", "H", "H", "H", "H", "Cl", "Si", "Cl", "Cl", "C", "C", "C", "C", "C", "C", "C", "C", "C", "C", "C", "C", "O", "H", "H", "H", "H", "H", "H", "H", "H", "H", "H", "H", "H", "H", "H", "H", "H", "H"],
  "positions_angstrom": [[-0.151, 0.767, -0.870], [-2.885, -0.413, 0.575], [-1.708, -0.744, 1.164], [-1.690, -1.442, 2.309], [-0.430, -1.581, 2.597], [0.300, -1.004, 1.695], [-0.484, -0.439, 0.737], [-3.064, 0.344, -0.571], [-4.252, 0.572, -1.082], [-3.992, 1.340, -2.162], [-2.733, 1.549, -2.280], [-2.088, 0.921, -1.263], [-3.719, -0.757, 1.019], [2.256, -1.285, 2.004], [3.683, -0.053, 1.529], [3.880, 1.034, 2.377], [4.959, 1.886, 2.191], [5.885, 1.620, 1.194], [5.721, 0.512, 0.375], [4.612, -0.306, 0.525], [2.588, -3.200, 2.075], [1.937, -3.929, 3.066], [2.121, -5.302, 3.161], [2.967, -5.952, 2.274], [3.638, -5.229, 1.298], [3.446, -3.860, 1.198], [2.045, -0.922, 3.501], [3.185, 1.217, 3.184], [5.078, 2.753, 2.826], [6.731, 2.280, 1.053], [6.448, 0.297, -0.398], [4.478, -1.139, -0.144], [1.274, -3.423, 3.757], [1.602, -5.864, 3.926], [3.097, -7.025, 2.339], [4.298, -5.732, 0.603], [3.970, -3.310, 0.426], [0.167, -3.672, -1.147], [1.644, -2.136, -1.155], [3.026, -2.933, -2.565], [0.614, -0.741, -2.551], [-1.401, 3.746, 1.229], [-0.071, 3.784, 1.989], [0.112, 2.527, 2.840], [1.100, 4.091, 1.067], [1.848, 5.235, 1.320], [2.829, 5.676, 0.444], [2.987, 4.997, -0.755], [2.260, 3.851, -1.055], [2.388, 3.254, -2.444], [1.046, 3.207, -3.178], [3.100, 1.903, -2.456], [1.389, 3.318, -0.085], [0.829, 2.137, -0.250], [-2.236, 3.697, 1.931], [-1.463, 2.882, 0.568], [-1.522, 4.641, 0.615], [-0.133, 4.632, 2.678], [0.393, 1.685, 2.213], [-0.812, 2.275, 3.367], [0.892, 2.676, 3.587], [1.634, 5.806, 2.218], [3.416, 6.559, 0.663], [3.679, 5.379, -1.498], [3.015, 3.951, -3.010], [0.310, 2.573, -2.674], [1.178, 2.822, -4.191], [0.609, 4.205, -3.243], [2.628, 1.205, -1.766], [4.134, 2.026, -2.142], [3.090, 1.462, -3.456]],
  "lowdin_charge": [0.31, 0.16, -0.40, 0.09, -0.01, -0.22, 0.04, -0.48, 0.03, -0.09, -0.06, -0.05, 0.15, 0.96, -0.31, -0.12, -0.08, -0.09, -0.09, -0.12, -0.34, -0.12, -0.09, -0.09, -0.08, -0.15, 0.01, 0.08, 0.10, 0.10, 0.10, 0.07, 0.08, 0.10, 0.10, 0.10, 0.06, 0.08, -0.41, 0.07, 0.22, -0.05, -0.36, -0.06, -0.13, -0.06, -0.12, -0.06, -0.14, -0.36, -0.05, -0.07, -0.28, -0.20, 0.08, 0.05, 0.09, 0.12, 0.04, 0.08, 0.07, 0.10, 0.09, 0.10, 0.12, 0.05, 0.08, 0.09, 0.04, 0.07, 0.08],
  "total_charge": -1,
  "gap_ev": 7.7,
  "e_tot_ha": -5523.6255,
  "multiplicity": 1
}

Record 3
{
  "formula": "C26H29CrN6O4S",
  "method": "ωB97M-V/def2-TZVPD",
  "elements": ["Cr", "C", "C", "C", "C", "C", "C", "C", "S", "O", "O", "N", "C", "C", "C", "C", "C", "C", "C", "C", "N", "C", "H", "H", "H", "H", "H", "H", "H", "H", "H", "H", "H", "H", "H", "N", "C", "C", "N", "C", "C", "N", "H", "H", "H", "H", "H", "O", "C", "C", "C", "C", "C", "C", "N", "H", "H", "H", "H", "H", "H", "H", "H", "H", "H", "H", "O"],
  "positions_angstrom": [[-0.090, 0.557, 0.714], [4.566, 3.535, -4.502], [3.902, 3.447, -3.155], [3.802, 4.558, -2.330], [3.191, 4.470, -1.084], [2.673, 3.259, -0.664], [2.778, 2.126, -1.465], [3.384, 2.231, -2.702], [1.926, 3.117, 0.941], [1.896, 4.443, 1.507], [2.638, 2.099, 1.650], [0.400, 2.593, 0.668], [-0.536, 3.519, 0.214], [-0.288, 4.793, -0.264], [-1.326, 5.650, -0.673], [-2.636, 5.278, -0.605], [-2.943, 3.985, -0.129], [-4.271, 3.529, -0.004], [-4.513, 2.274, 0.471], [-3.416, 1.457, 0.787], [-2.162, 1.832, 0.675], [-1.905, 3.102, 0.249], [4.868, 4.557, -4.728], [3.894, 3.196, -5.292], [5.456, 2.904, -4.539], [4.207, 5.507, -2.660], [3.120, 5.332, -0.434], [2.404, 1.178, -1.097], [3.470, 1.352, -3.331], [0.717, 5.172, -0.301], [-1.060, 6.635, -1.035], [-3.437, 5.943, -0.899], [-5.083, 4.192, -0.281], [-5.516, 1.891, 0.594], [-3.605, 0.452, 1.144], [-3.195, -2.990, 3.367], [-2.902, -2.463, 2.134], [-2.008, -1.388, 2.001], [-1.675, -0.929, 0.811], [-2.201, -1.514, -0.270], [-3.078, -2.566, -0.124], [-3.438, -3.043, 1.068], [-3.166, -2.372, 4.161], [-3.959, -3.647, 3.367], [-1.556, -0.925, 2.870], [-1.910, -1.137, -1.240], [-3.512, -3.046, -0.992], [0.378, -2.530, 0.932], [1.195, -3.420, 0.893], [1.777, -3.936, -0.396], [1.307, -5.402, -0.550], [-0.062, -5.720, 0.091], [-0.033, -6.060, 1.593], [0.324, -4.900, 2.526], [1.502, -4.179, 2.025], [2.867, -3.867, -0.401], [1.397, -3.306, -1.198], [2.051, -6.083, -0.127], [1.263, -5.632, -1.615], [-0.476, -6.589, -0.424], [-0.761, -4.897, -0.096], [0.694, -6.867, 1.740], [-1.004, -6.466, 1.891], [0.517, -5.260, 3.537], [-0.490, -4.179, 2.587], [2.257, -4.827, 1.837], [1.391, -0.023, 0.562]],
  "nbo_charge": [1.31, -0.63, -0.01, -0.23, -0.20, -0.27, -0.21, -0.21, 2.33, -0.97, -0.92, -1.01, 0.17, -0.26, -0.17, -0.24, -0.10, -0.12, -0.27, 0.06, -0.51, 0.20, 0.21, 0.22, 0.22, 0.21, 0.24, 0.26, 0.21, 0.24, 0.21, 0.21, 0.22, 0.22, 0.18, -0.79, 0.35, 0.00, -0.45, -0.03, 0.02, -0.43, 0.39, 0.40, 0.22, 0.22, 0.21, -0.61, 0.73, -0.52, -0.39, -0.42, -0.41, -0.22, -0.64, 0.23, 0.23, 0.19, 0.22, 0.22, 0.21, 0.19, 0.21, 0.20, 0.21, 0.36, -0.72],
  "total_charge": 0,
  "relative_energy_ev": 1.531,
  "gap_ev": [6.7, 7.2],
  "e_tot_ha": -3080.3270,
  "multiplicity": 4
}